Record 1
Molecular formula: C78H170As3F18N8O4
Method: DFT, the ωB97M-V functional and the def2-TZVPD basis

The geometry in ORCA input format:
```
! RIJCOSX wB97M-V def2-TZVPD def2/J DEFGRID3
* xyz 3 1
C 13.44 29.29 18.27
C 14.63 28.63 17.64
C 15.41 27.95 18.76
C 14.69 26.63 19.13
N 15.48 25.92 20.22
C 15.42 26.71 21.48
C 15.62 25.74 22.67
C 14.93 24.50 22.17
C 14.82 24.61 20.64
C 16.84 25.74 19.74
H 12.50 28.70 18.44
H 13.06 30.13 17.68
H 13.60 29.75 19.26
H 15.28 29.32 17.09
H 14.31 27.84 16.95
H 15.45 28.55 19.68
H 16.40 27.66 18.42
H 14.44 26.07 18.24
H 13.70 26.88 19.50
H 16.16 27.50 21.41
H 14.49 27.22 21.64
H 16.67 25.50 22.83
H 15.29 26.18 23.57
H 15.47 23.62 22.45
H 13.89 24.37 22.44
H 15.28 23.74 20.16
H 13.80 24.61 20.24
H 17.40 25.03 20.34
H 17.26 26.70 19.56
H 16.74 25.25 18.78
C 22.17 23.94 20.34
C 23.39 23.04 20.59
C 23.59 22.68 22.05
C 22.70 21.46 22.22
N 22.85 20.64 23.50
C 24.10 19.71 23.53
C 23.56 18.27 23.58
C 22.16 18.48 24.25
C 21.61 19.74 23.62
C 22.85 21.51 24.68
H 21.21 23.47 20.53
H 22.25 24.43 19.38
H 22.35 24.82 20.98
H 24.26 23.59 20.25
H 23.36 22.14 19.98
H 23.24 23.48 22.75
H 24.66 22.49 22.29
H 22.75 20.67 21.47
H 21.68 21.77 22.16
H 24.62 19.91 24.49
H 24.70 20.02 22.69
H 24.12 17.59 24.20
H 23.41 17.86 22.57
H 22.29 18.59 25.31
H 21.49 17.65 24.04
H 20.86 20.30 24.17
H 21.17 19.60 22.62
H 22.77 20.94 25.60
H 22.02 22.23 24.58
H 23.74 22.15 24.63
C 14.74 19.13 24.52
C 13.88 18.63 23.39
C 13.64 19.80 22.39
C 12.71 19.41 21.26
N 12.64 20.37 20.13
C 11.95 21.68 20.47
C 11.20 22.15 19.22
C 11.25 20.95 18.29
C 11.71 19.78 19.06
C 13.98 20.65 19.54
H 15.00 18.30 25.17
H 14.09 19.73 25.20
H 15.60 19.73 24.19
H 12.94 18.13 23.63
H 14.46 17.85 22.89
H 14.62 20.20 22.10
H 13.12 20.55 22.97
H 11.72 19.19 21.68
H 13.10 18.48 20.80
H 12.70 22.40 20.78
H 11.24 21.50 21.28
H 11.71 22.90 18.65
H 10.21 22.49 19.49
H 11.97 21.18 17.52
H 10.29 20.78 17.83
H 12.22 18.97 18.55
H 10.89 19.36 19.63
H 14.61 21.02 20.33
H 13.92 21.35 18.72
H 14.37 19.76 19.08
C 24.97 23.66 15.63
C 24.26 22.45 16.27
C 25.15 21.61 17.14
C 26.13 20.87 16.29
N 26.77 19.73 16.97
C 27.73 19.09 16.02
C 27.96 17.68 16.59
C 26.81 17.36 17.52
C 25.87 18.57 17.45
C 27.55 20.18 18.16
H 25.59 23.33 14.78
H 25.59 24.15 16.37
H 24.27 24.34 15.13
H 23.83 21.86 15.48
H 23.38 22.83 16.83
H 24.53 20.85 17.64
H 25.68 22.21 17.90
H 26.99 21.47 15.99
H 25.63 20.53 15.38
H 28.66 19.65 15.89
H 27.18 19.02 15.09
H 28.95 17.63 17.05
H 28.14 16.97 15.80
H 27.17 17.21 18.51
H 26.21 16.48 17.33
H 25.40 18.82 18.40
H 25.10 18.38 16.71
H 26.83 20.57 18.89
H 28.31 20.91 17.90
H 28.05 19.34 18.64
C 19.38 26.27 16.46
C 20.47 26.13 17.51
C 21.02 27.49 17.96
C 21.92 27.98 16.80
N 22.71 29.22 17.20
C 23.59 28.96 18.45
C 24.63 30.09 18.44
C 24.89 30.31 16.92
C 23.74 29.56 16.12
C 21.81 30.38 17.36
H 18.62 27.01 16.66
H 18.87 25.36 16.19
H 19.87 26.63 15.55
H 21.29 25.48 17.15
H 19.98 25.65 18.37
H 21.66 27.44 18.83
H 20.11 28.11 18.17
H 21.21 28.27 16.04
H 22.63 27.19 16.50
H 22.99 28.99 19.35
H 23.97 27.96 18.24
H 24.12 30.91 18.92
H 25.52 29.93 19.01
H 24.81 31.36 16.68
H 25.86 30.03 16.56
H 23.26 30.16 15.33
H 24.04 28.60 15.70
H 21.24 30.41 18.29
H 21.18 30.44 16.48
H 22.43 31.28 17.33
C 20.38 11.34 19.69
C 19.23 12.21 20.14
C 19.49 13.73 20.07
C 18.16 14.42 20.45
N 18.34 15.94 20.73
C 19.22 16.19 21.93
C 18.70 17.60 22.41
C 17.29 17.80 21.87
C 16.98 16.52 21.15
C 18.85 16.62 19.50
H 21.29 11.42 20.31
H 20.59 11.56 18.67
H 20.05 10.32 19.71
H 18.86 11.82 21.07
H 18.36 12.05 19.43
H 19.87 14.14 19.14
H 20.34 13.92 20.74
H 17.75 14.04 21.37
H 17.48 14.37 19.58
H 20.27 16.27 21.64
H 19.02 15.40 22.64
H 19.34 18.35 21.94
H 18.85 17.71 23.51
H 17.29 18.65 21.17
H 16.47 18.06 22.54
H 16.34 16.67 20.29
H 16.52 15.83 21.87
H 19.14 17.61 19.76
H 18.04 16.65 18.76
H 19.72 16.11 19.09
C 18.19 19.72 13.82
C 16.78 19.97 14.39
C 16.84 19.89 15.93
C 17.54 21.16 16.43
N 17.93 21.07 17.87
C 18.57 22.34 18.33
C 20.01 22.34 17.82
C 20.37 20.83 17.81
C 19.07 20.09 18.11
C 16.72 20.83 18.68
H 18.69 18.89 14.36
H 18.76 20.65 13.91
H 18.09 19.63 12.73
H 16.05 19.23 14.06
H 16.46 20.95 14.06
H 17.29 18.91 16.16
H 15.81 19.84 16.31
H 16.83 21.97 16.50
H 18.40 21.39 15.81
H 18.49 22.39 19.42
H 17.93 23.16 17.98
H 20.61 22.97 18.50
H 20.13 22.72 16.81
H 21.14 20.50 18.52
H 20.74 20.59 16.81
H 18.96 19.92 19.17
H 18.99 19.18 17.53
H 16.99 20.84 19.71
H 16.30 19.87 18.42
H 16.06 21.65 18.47
C 18.14 17.56 9.99
C 16.95 16.64 9.80
C 16.11 16.67 11.14
C 14.75 16.12 10.88
N 13.89 16.05 12.10
C 14.57 15.57 13.34
C 14.68 14.09 13.17
C 13.46 13.69 12.34
C 12.81 15.06 11.96
C 13.42 17.47 12.35
C 12.53 17.66 13.51
C 12.00 19.10 13.50
H 17.89 18.58 10.22
H 18.78 17.61 9.11
H 18.83 17.28 10.73
H 17.31 15.68 9.50
H 16.24 16.99 9.04
H 16.00 17.71 11.42
H 16.70 16.19 11.95
H 14.84 15.08 10.55
H 14.16 16.67 10.18
H 13.97 15.82 14.19
H 15.54 16.04 13.46
H 14.67 13.67 14.16
H 15.62 13.85 12.70
H 12.68 13.10 12.82
H 13.80 13.08 11.50
H 12.00 15.23 12.63
H 12.31 15.10 10.98
H 12.89 17.78 11.44
H 14.31 18.08 12.44
H 13.03 17.38 14.44
H 11.65 17.05 13.50
H 11.56 19.50 14.42
H 11.20 19.15 12.77
H 12.69 19.87 13.15
C 15.23 20.19 10.96
C 13.98 20.67 10.08
O 14.26 21.59 9.27
O 12.89 20.00 10.28
H 16.01 20.96 11.07
H 15.64 19.38 10.36
H 14.93 19.79 11.92
C 14.17 23.29 15.60
C 14.46 23.40 17.08
O 15.68 23.39 17.35
O 13.55 23.38 17.96
H 14.46 22.31 15.20
H 14.77 24.08 15.15
H 13.14 23.43 15.34
As 18.54 21.84 22.71
F 19.80 22.47 23.63
F 17.45 22.53 23.89
F 17.21 21.16 21.84
F 19.63 21.14 21.64
F 18.64 20.43 23.66
F 18.50 23.22 21.77
As 14.89 16.90 17.57
F 13.85 16.98 18.91
F 13.84 15.87 16.68
F 15.99 16.86 16.27
F 16.01 17.92 18.36
F 15.72 15.58 18.26
F 14.19 18.25 16.86
As 22.65 17.46 19.06
F 23.91 17.22 20.15
F 21.71 18.12 20.34
F 21.36 17.65 18.03
F 23.62 16.79 17.75
F 22.08 15.87 19.44
F 23.22 19.00 18.71
*
```

Summary:
M: 1851.00 g mol⁻¹
HOMO level: -9.9 eV

Atomic partial charges in e from the Löwdin method, atoms 1 to 4: C -0.115; C -0.232; C -0.196; C -0.095

=====

Record 2
Molecular formula: C30H73N3O8
Method: DFT, the ωB97M-V functional and the def2-TZVPD basis

The geometry in ORCA input format:
```
! RIJCOSX wB97M-V def2-TZVPD def2/J DEFGRID3
* xyz 0 1
C 8.09 1.51 1.25
O 7.20 0.50 1.79
H 9.05 1.60 1.76
H 8.43 1.36 0.22
H 7.66 2.50 1.43
H 7.23 0.54 2.75
C 6.31 -5.07 4.81
O 5.09 -5.12 4.07
H 7.22 -5.30 4.26
H 6.46 -4.07 5.23
H 6.24 -5.74 5.66
H 4.90 -4.27 3.69
C -0.15 -4.63 8.57
O -0.66 -4.16 7.30
H -0.67 -3.99 9.29
H -0.44 -5.64 8.82
H 0.94 -4.55 8.58
H -0.20 -3.35 7.08
O 1.50 -0.06 6.49
H 2.38 -0.12 6.86
H 1.04 0.55 7.06
O 2.50 -1.29 2.31
H 2.88 -0.51 1.91
H 2.33 -1.03 3.22
C -4.98 0.77 -1.08
C -5.48 0.66 0.35
C -5.17 1.92 1.17
C -6.00 3.17 0.81
C -7.52 2.88 0.88
C -7.94 1.58 0.04
N -7.01 0.54 0.37
O -7.30 -0.62 -0.30
C -9.30 1.23 0.66
C -8.03 2.08 -1.40
C -4.73 -0.55 1.04
H -5.21 -0.15 -1.61
H -3.91 0.65 -1.18
H -5.22 1.71 -1.59
H -5.40 1.75 2.23
H -4.09 1.98 1.21
H -5.74 3.58 -0.16
H -5.90 4.00 1.52
H -8.01 3.77 0.48
H -7.84 2.72 1.92
H -10.14 1.85 0.35
H -9.55 0.24 0.30
H -9.36 1.17 1.75
H -7.20 2.66 -1.81
H -8.08 1.15 -1.96
H -9.00 2.52 -1.60
H -3.65 -0.61 0.98
H -5.06 -1.51 0.65
H -4.99 -0.55 2.10
H -7.32 -1.23 0.45
C 1.39 6.02 -2.17
C 2.32 6.42 -1.03
C 3.73 6.67 -1.59
C 4.69 7.38 -0.59
C 4.03 8.66 -0.11
C 2.63 8.43 0.55
N 1.83 7.67 -0.43
O 0.49 7.56 -0.08
C 2.75 7.95 1.99
C 2.04 9.89 0.45
C 2.32 5.23 -0.07
H 1.61 5.06 -2.63
H 1.31 6.76 -2.97
H 0.35 5.87 -1.86
H 4.08 5.69 -1.94
H 3.60 7.34 -2.44
H 5.72 7.59 -0.87
H 4.75 6.72 0.27
H 3.98 9.30 -0.99
H 4.61 9.19 0.65
H 3.13 8.55 2.81
H 1.82 7.51 2.35
H 3.32 7.01 1.93
H 2.03 10.18 -0.60
H 1.01 9.95 0.80
H 2.65 10.61 0.99
H 2.32 4.26 -0.56
H 1.41 5.11 0.53
H 3.16 5.17 0.61
H 0.22 8.12 -0.81
C 1.01 -9.67 -2.98
C 0.64 -8.34 -3.79
C -0.73 -7.95 -3.25
C -1.15 -6.54 -3.60
C -0.07 -5.48 -3.18
C 1.34 -5.85 -3.70
N 1.63 -7.29 -3.45
O 2.97 -7.65 -3.74
C 1.42 -5.37 -5.17
C 2.36 -5.05 -2.90
C 0.58 -8.64 -5.28
H 1.13 -9.34 -1.94
H 1.91 -10.12 -3.39
H 0.16 -10.34 -3.01
H -1.47 -8.59 -3.73
H -0.74 -8.07 -2.17
H -2.10 -6.28 -3.14
H -1.31 -6.46 -4.67
H 0.00 -5.47 -2.09
H -0.36 -4.53 -3.63
H 2.39 -5.69 -5.56
H 0.56 -5.77 -5.71
H 1.43 -4.28 -5.14
H 2.09 -4.00 -3.01
H 2.39 -5.39 -1.86
H 3.35 -4.97 -3.36
H 0.15 -7.79 -5.80
H -0.05 -9.51 -5.47
H 1.57 -8.94 -5.61
H 3.38 -7.55 -2.88
*
```

Summary:
SMILES string: CC1(C)CCCC(C)(C)N1O.CC1(C)CCCC(C)(C)N1O.CC1(C)CCCC(C)(C)N1O.CO.CO.CO.O.O
M: 603.93 g mol⁻¹
HOMO level: -8.0 eV
energy relative to the best compared isomer or geometry (same formula, charge and spin): 3.110 eV

Atomic partial charges in e from the Löwdin method, atoms 1 to 4: C -0.155; O -0.125; H 0.065; H 0.078

=====

Record 3
Molecular formula: C5H9N2O
Method: DFT, the ωB97M-V functional and the def2-TZVPD basis

The geometry in ORCA input format:
```
! RIJCOSX wB97M-V def2-TZVPD def2/J DEFGRID3
* xyz 1 1
C 2.48 0.80 0.42
C 1.24 1.19 -0.15
C 2.29 -0.41 1.04
C 0.35 0.12 0.10
C -1.01 -0.16 -0.41
N -1.93 0.90 -0.39
N -1.52 -1.39 0.13
O 1.01 -0.86 0.73
H 3.39 1.37 0.29
H 1.06 2.02 -0.83
H 2.77 -0.96 1.81
H -0.72 -0.44 -2.11
H -2.86 0.78 -0.94
H -1.56 1.85 -0.62
H -0.98 -2.17 -0.03
H -2.55 -1.42 -0.19
H -1.46 -1.22 1.15
*
```

Summary:
M: 113.14 g mol⁻¹
HOMO level: -12.4 eV
energy relative to the best compared isomer or geometry (same formula, charge and spin): 4.376 eV

Atomic partial charges in e from the Löwdin method, atoms 1 to 4: C -0.032; C 0.015; C -0.025; C -0.287

=====

Record 4
Molecular formula: C27H29BBaCl5F8IN3OSe2
Method: DFT, the ωB97M-V functional and the def2-TZVPD basis

The geometry in ORCA input format:
```
! RIJCOSX wB97M-V def2-TZVPD def2/J DEFGRID3
* xyz -1 1
Ba -0.24 0.30 -0.38
C 3.59 1.68 1.31
C 2.92 0.81 2.36
N 2.40 -0.44 1.82
C 3.40 -1.21 1.08
C 4.69 -1.57 1.85
C 1.70 -1.24 2.83
C 0.39 -1.85 2.31
N -0.44 -0.80 1.78
C -1.59 -0.44 2.34
C -2.13 0.82 1.96
F -1.38 1.58 1.09
C -3.30 1.36 2.44
F -3.68 2.57 2.01
C -4.08 0.68 3.36
C -3.60 -0.56 3.75
F -4.33 -1.28 4.62
C -2.43 -1.11 3.28
F -2.12 -2.35 3.72
H 3.73 2.69 1.71
H 4.56 1.29 1.01
H 2.96 1.74 0.41
H 3.64 0.62 3.19
H 2.08 1.35 2.79
H 2.92 -2.14 0.76
H 3.67 -0.66 0.18
H 4.47 -2.16 2.74
H 5.34 -2.16 1.20
H 5.23 -0.68 2.15
H 2.34 -2.04 3.21
H 1.44 -0.59 3.67
H 0.63 -2.57 1.53
H -0.05 -2.41 3.14
H -5.00 1.08 3.74
Cl -6.75 3.47 -2.86
C -5.48 2.46 -2.29
C -4.17 2.66 -2.71
Cl -3.81 3.93 -3.82
C -3.14 1.85 -2.24
Cl -1.51 2.10 -2.75
C -3.37 0.78 -1.33
O -2.42 0.05 -0.90
C -4.72 0.60 -0.94
Cl -5.04 -0.70 0.15
C -5.74 1.42 -1.39
Cl -7.36 1.15 -0.86
C -1.77 -3.26 -3.99
Se -2.02 -2.41 -2.24
C -1.65 -4.01 -1.16
C -0.29 -4.64 -1.39
Se 1.22 -3.47 -0.93
C 2.06 -3.36 -2.68
H -2.14 -2.55 -4.73
H -2.34 -4.18 -4.05
H -0.71 -3.45 -4.19
H -2.44 -4.73 -1.38
H -1.77 -3.68 -0.13
H -0.16 -4.92 -2.44
H -0.20 -5.54 -0.78
H 2.35 -4.35 -3.02
H 2.94 -2.73 -2.56
H 1.38 -2.88 -3.38
I 2.04 5.59 3.01
C 1.77 4.75 1.10
C 2.62 5.09 0.06
C 2.41 4.50 -1.17
C 1.37 3.59 -1.30
N 0.59 3.23 -0.29
C 0.77 3.82 0.89
H 3.43 5.79 0.21
H 3.05 4.72 -2.02
H 1.19 3.11 -2.25
H 0.10 3.53 1.69
F 2.33 1.71 -3.45
B 2.43 0.48 -2.81
F 3.56 0.42 -2.00
F 2.40 -0.56 -3.73
F 1.26 0.33 -1.91
*
```

Summary:
M: 1173.76 g mol⁻¹
HOMO level: -4.6 eV
energy relative to the best compared isomer or geometry (same formula, charge and spin): 2.485 eV

Atomic partial charges in e from the Löwdin method, atoms 1 to 4: Ba 2.082; C -0.072; C -0.255; N -0.184